1.
Formula: C18H40OP2SiZr
Source: the OMol25 dataset
Level of theory: ωB97M-V/def2-TZVPD

**HOMO (alpha / beta)**: -13.40 / -13.40 eV
**Calculated total energy**: -49082.608 eV
**HOMO-LUMO gap (alpha / beta)**: 6.323 / 6.326 eV

ORCA input file:
```
! wB97M-V def2-TZVPD RIJCOSX def2/J DEFGRID3
* xyz 2 1
P 0.260 -2.307 -1.932
P -0.577 1.224 -2.697
C -0.481 -1.547 -3.398
C 0.064 -0.133 -3.688
H -1.575 -1.559 -3.289
H -0.231 -2.197 -4.247
H 1.160 -0.104 -3.592
H -0.171 0.167 -4.721
C -2.116 1.775 -3.492
H -2.653 2.492 -2.863
H -2.766 0.914 -3.684
H -1.862 2.259 -4.440
C 0.514 2.670 -2.922
H 0.218 3.163 -3.858
H 1.560 2.348 -3.016
H 0.418 3.403 -2.112
C -0.669 -3.886 -1.681
H -0.787 -4.206 -0.605
H -0.119 -4.673 -2.212
H -1.673 -3.768 -2.114
C 1.879 -2.832 -2.574
H 2.514 -1.947 -2.712
H 1.724 -3.328 -3.541
H 2.388 -3.504 -1.875
Zr -0.045 -2.260 0.508
C 1.166 2.434 1.742
C -0.076 2.931 1.546
C -0.848 3.267 0.287
C -1.824 2.191 -0.269
C -1.113 1.046 -1.008
C -0.006 0.508 -0.093
C 1.373 1.013 -0.340
C 2.018 1.427 0.982
C 1.990 -2.846 0.972
H 1.669 2.784 2.658
H -0.608 3.354 2.409
H -0.192 3.657 -0.513
H -1.538 4.085 0.553
H -2.352 1.716 0.569
H -2.582 2.692 -0.908
H -1.855 0.228 -1.126
H -0.315 0.721 0.941
H 1.359 1.915 -0.975
H 1.978 0.252 -0.881
H 2.230 0.531 1.597
H 3.012 1.860 0.772
H 2.626 -1.987 1.228
H 2.539 -3.463 0.256
H 1.918 -3.429 1.911
C -1.795 0.559 3.802
Si -0.582 -0.863 3.769
C 1.136 -0.151 4.042
C -0.948 -2.203 5.004
O -0.617 -1.497 2.226
H -1.966 0.841 4.853
H -2.757 0.282 3.354
H -1.402 1.437 3.269
H 1.269 0.031 5.119
H 1.921 -0.832 3.692
H 1.266 0.801 3.519
H -1.895 -2.709 4.783
H -0.162 -2.968 4.999
H -1.014 -1.777 6.017
*
```

Results of the natural (NBO) charge analysis, in e, for atoms 1 through 6: 0.792, 1.611, -0.704, -0.752, 0.257, 0.273

---

2.
Formula: C40H33N2O2P2PdS3Se
Source: the OMol25 dataset
Level of theory: ωB97M-V/def2-TZVPD

**HOMO**: -9.87 eV
**Calculated total energy**: -168997.291 eV
**HOMO-LUMO gap**: 5.989 eV

ORCA input file:
```
! wB97M-V def2-TZVPD RIJCOSX def2/J DEFGRID3
* xyz 1 1
Pd -0.820 1.515 -0.285
S 0.332 -2.166 -0.527
P 1.763 -0.727 -0.281
C 1.115 0.835 -0.547
P 1.954 2.342 -0.530
S 0.413 3.650 -0.330
C 2.855 2.776 -2.034
C 3.605 3.951 -2.070
C 4.243 4.316 -3.245
C 4.124 3.517 -4.375
C 3.350 2.365 -4.344
C 2.707 1.994 -3.173
C 3.090 2.597 0.867
C 4.475 2.631 0.720
C 5.283 2.823 1.832
C 4.715 2.987 3.084
C 3.334 2.961 3.233
C 2.522 2.760 2.130
C 3.131 -1.148 -1.389
C 3.069 -2.247 -2.242
C 4.130 -2.510 -3.097
C 5.243 -1.682 -3.103
C 5.305 -0.589 -2.249
C 4.253 -0.321 -1.392
C 2.394 -0.913 1.416
C 3.697 -1.291 1.715
C 4.093 -1.390 3.044
C 3.187 -1.139 4.061
C 1.875 -0.792 3.759
C 1.480 -0.671 2.441
H 3.675 4.577 -1.188
H 4.828 5.225 -3.279
H 4.629 3.802 -5.289
H 3.243 1.758 -5.234
H 2.085 1.108 -3.134
H 4.925 2.535 -0.261
H 6.359 2.857 1.712
H 5.349 3.146 3.947
H 2.889 3.106 4.209
H 1.445 2.747 2.232
H 2.199 -2.889 -2.243
H 4.082 -3.363 -3.761
H 6.065 -1.888 -3.776
H 6.172 0.058 -2.254
H 4.295 0.529 -0.722
H 4.398 -1.513 0.922
H 5.110 -1.677 3.281
H 3.501 -1.219 5.094
H 1.165 -0.614 4.557
H 0.464 -0.386 2.189
C -3.364 1.315 2.304
N -4.251 0.966 1.213
C -4.169 1.392 -0.068
Se -2.980 2.606 -0.826
N -5.193 0.831 -0.742
C -5.945 0.018 0.095
C -7.060 -0.774 -0.125
C -7.565 -1.463 0.965
C -6.984 -1.346 2.230
C -5.864 -0.560 2.445
C -5.343 0.108 1.346
H -2.422 1.677 1.908
H -3.181 0.429 2.911
H -3.805 2.095 2.925
H -5.374 1.019 -1.714
H -7.526 -0.842 -1.100
H -8.429 -2.103 0.838
H -7.430 -1.867 3.067
H -5.432 -0.458 3.431
O -6.884 -4.547 -1.855
C -6.061 -4.632 -0.796
O -6.270 -5.428 0.071
C -4.901 -3.675 -0.735
C -4.433 -2.948 -1.827
C -3.365 -2.080 -1.683
C -2.763 -1.936 -0.436
S -1.446 -0.807 -0.229
C -3.217 -2.671 0.660
C -4.277 -3.539 0.503
H -6.620 -3.861 -2.477
H -4.870 -3.066 -2.812
H -2.989 -1.515 -2.526
H -2.731 -2.549 1.620
H -4.654 -4.123 1.332
*
```

Results of the Mulliken charge analysis, in e, for atoms 1 through 6: -0.628, -0.477, 1.653, -0.906, 1.328, -0.560

---

3.
Formula: C29H53Br2ClIN4O45S11
Source: the OMol25 dataset
Level of theory: ωB97M-V/def2-TZVPD

**HOMO**: -12.03 eV
**Calculated total energy**: -408906.093 eV
**HOMO-LUMO gap**: 7.651 eV

ORCA input file:
```
! wB97M-V def2-TZVPD RIJCOSX def2/J DEFGRID3
* xyz 1 1
C 3.485 -2.933 4.262
C 3.263 -4.316 3.548
C 2.668 -4.215 2.099
Br 1.816 -5.907 1.494
N 1.791 -3.053 1.899
Br 2.479 -1.916 0.563
C 0.670 -2.938 2.583
N 0.312 -3.945 3.426
C -0.887 -3.618 3.937
N -1.204 -2.426 3.401
I -3.056 -1.778 3.996
N -0.269 -1.902 2.583
C -0.360 -0.619 1.942
C -1.154 0.480 2.714
O -0.903 0.881 3.755
Cl -2.615 1.182 1.907
H 4.516 -2.942 4.680
H 2.822 -2.923 5.157
H 3.321 -2.044 3.628
H 4.249 -4.828 3.466
H 2.636 -4.999 4.160
H 3.560 -4.160 1.443
H -1.518 -4.186 4.631
H -0.812 -0.730 0.929
H 0.610 -0.104 1.757
C 5.613 -2.283 -4.054
C 4.283 -1.837 -4.612
O 3.465 -1.607 -3.453
S 4.393 -1.090 -2.249
O 4.307 0.326 -2.207
O 4.148 -1.933 -1.113
O 5.810 -1.487 -2.873
H 5.584 -3.333 -3.754
H 6.427 -2.131 -4.757
H 3.833 -2.581 -5.261
H 4.377 -0.892 -5.153
C -2.513 0.666 -3.463
C -1.935 -0.455 -4.298
O -2.249 -1.651 -3.571
S -3.649 -1.448 -2.803
O -4.678 -2.027 -3.579
O -3.454 -1.767 -1.430
O -3.747 0.156 -2.951
H -1.863 0.902 -2.617
H -2.687 1.566 -4.047
H -0.862 -0.359 -4.437
H -2.422 -0.512 -5.272
C 2.183 3.263 -3.069
C 1.973 1.797 -3.383
O 0.556 1.653 -3.518
S -0.061 3.008 -4.122
O -0.230 2.834 -5.516
O -1.113 3.432 -3.270
O 1.214 3.957 -3.877
H 1.971 3.480 -2.019
H 3.190 3.597 -3.308
H 2.348 1.143 -2.606
H 2.433 1.526 -4.336
C 4.743 -3.470 -8.300
C 5.776 -3.447 -9.407
O 6.835 -2.624 -8.903
S 6.933 -2.802 -7.308
O 7.947 -3.743 -7.023
O 6.891 -1.513 -6.711
O 5.503 -3.520 -7.085
H 4.149 -2.553 -8.293
H 4.081 -4.329 -8.371
H 5.381 -3.039 -10.334
H 6.181 -4.444 -9.593
C -1.473 4.552 2.161
C -2.805 5.153 2.554
O -2.611 5.613 3.899
S -1.079 6.085 4.082
O -1.022 7.498 3.925
O -0.538 5.415 5.203
O -0.488 5.407 2.750
H -1.350 3.553 2.584
H -1.343 4.508 1.089
H -3.619 4.432 2.507
H -3.050 6.016 1.930
C 0.050 -9.398 -1.196
C 0.831 -9.784 -2.435
O 1.254 -8.540 -3.002
S 1.510 -7.476 -1.820
O 2.896 -7.458 -1.529
O 0.773 -6.301 -2.108
O 0.758 -8.284 -0.642
H -0.959 -9.069 -1.450
H -0.006 -10.211 -0.475
H 0.231 -10.346 -3.146
H 1.723 -10.360 -2.178
C 0.970 2.469 6.569
C 1.523 1.837 7.829
O 2.599 1.008 7.377
S 3.281 1.684 6.082
O 4.426 2.403 6.500
O 3.323 0.717 5.043
O 2.113 2.744 5.754
H 0.327 1.772 6.027
H 0.418 3.384 6.774
H 0.780 1.247 8.360
H 1.935 2.591 8.503
C -0.624 2.290 -9.449
C -0.046 1.170 -10.289
O -0.354 -0.026 -9.565
S -1.755 0.172 -8.790
O -2.784 -0.408 -9.567
O -1.557 -0.151 -7.422
O -1.853 1.772 -8.934
H 0.026 2.527 -8.604
H -0.804 3.191 -10.030
H 1.027 1.267 -10.431
H -0.537 1.111 -11.264
C -3.242 10.284 3.277
C -3.604 8.993 2.575
O -5.034 8.951 2.594
S -5.607 10.459 2.512
O -5.944 10.733 1.165
O -6.515 10.646 3.585
O -4.233 11.228 2.854
H -3.311 10.178 4.361
H -2.246 10.633 3.012
H -3.187 8.123 3.071
H -3.281 9.007 1.531
C -7.800 8.131 6.101
C -7.416 7.303 4.893
O -7.753 5.958 5.247
S -9.042 5.974 6.218
O -10.195 5.724 5.434
O -8.733 5.225 7.380
O -9.012 7.542 6.585
H -7.046 8.055 6.889
H -7.957 9.177 5.851
H -6.359 7.384 4.653
H -8.009 7.582 4.019
C -0.131 -8.075 4.373
C 0.929 -9.104 4.702
O 1.850 -8.416 5.555
S 1.049 -7.329 6.435
O 0.776 -7.890 7.704
O 1.682 -6.070 6.277
O -0.319 -7.330 5.580
H 0.213 -7.386 3.601
H -1.068 -8.532 4.059
H 1.435 -9.479 3.815
H 0.509 -9.942 5.262
*
```

Results of the Mulliken charge analysis, in e, for atoms 1 through 6: -1.115, 0.095, -0.552, -0.113, -0.155, 0.299

---

4.
Formula: C4H8N2
Source: the OMol25 dataset
Level of theory: ωB97M-V/def2-TZVPD

**HOMO**: -8.32 eV
**Calculated total energy**: -7255.538 eV
**HOMO-LUMO gap**: 9.142 eV

ORCA input file:
```
! wB97M-V def2-TZVPD RIJCOSX def2/J DEFGRID3
* xyz 0 1
C -0.061 0.844 -0.574
C 1.417 1.040 -0.781
C -0.307 -0.161 0.433
C -1.570 -0.951 0.359
N 2.405 0.594 -0.198
N 0.620 -0.490 1.238
H -0.556 1.766 -0.649
H -0.348 0.290 -1.406
H 1.606 1.799 -1.719
H -1.616 -1.505 -0.688
H -2.517 -0.252 0.291
H -1.772 -1.781 1.200
H 2.361 0.119 0.754
H 0.337 -1.311 1.742
*
```

Results of the natural (NBO) charge analysis, in e, for atoms 1 through 6: -0.568, 0.158, 0.305, -0.689, -0.629, -0.634

---

5.
Formula: C5H7Cl2NO3S2
Source: the OMol25 dataset
Level of theory: ωB97M-V/def2-TZVPD

**HOMO (alpha / beta)**: -9.05 / -8.88 eV
**Calculated total energy**: -59638.475 eV
**HOMO-LUMO gap (alpha / beta)**: 7.567 / 6.579 eV

ORCA input file:
```
! wB97M-V def2-TZVPD RIJCOSX def2/J DEFGRID3
* xyz 0 1
C 0.309 0.695 0.099
C 1.671 -1.086 -0.829
C -1.145 1.803 1.686
C -0.769 -2.446 -1.513
C 1.838 0.181 -0.149
N 0.243 1.503 1.308
O -0.005 1.561 -0.876
O 0.131 -2.656 0.939
O -0.500 -0.377 0.165
S -0.575 1.098 -2.387
S 0.233 -1.834 -0.204
Cl 2.783 1.433 -0.846
Cl 2.417 -0.140 1.595
H -1.633 0.959 1.994
H -1.099 2.682 2.337
H -1.663 1.929 0.704
H -1.682 -3.064 -1.245
H -0.996 -1.475 -1.890
H -0.314 -3.118 -2.121
H 0.754 2.352 1.234
*
```

Results of the natural (NBO) charge analysis, in e, for atoms 1 through 6: 0.624, -0.474, -0.413, -0.864, -0.202, -0.626

---

6.
Formula: C3H9NO
Source: the OMol25 dataset
Level of theory: ωB97M-V/def2-TZVPD

**HOMO**: -8.30 eV
**Calculated total energy**: -6793.435 eV
**HOMO-LUMO gap**: 9.250 eV

ORCA input file:
```
! wB97M-V def2-TZVPD RIJCOSX def2/J DEFGRID3
* xyz 0 1
C 1.899 -0.051 -1.301
C 0.598 -0.721 -0.922
C -0.472 -0.149 -0.393
N -1.728 -0.729 -0.149
H 2.562 -0.799 -1.727
H 1.853 0.822 -1.953
H 2.406 0.227 -0.365
H 0.656 -1.809 -0.976
H -0.444 0.931 -0.254
H -2.548 -0.188 -0.342
H -1.895 -1.556 0.402
H -0.487 0.774 2.872
H -0.684 1.220 1.413
O -0.171 1.400 2.217
*
```

Results of the natural (NBO) charge analysis, in e, for atoms 1 through 6: -0.646, -0.225, -0.026, -0.871, 0.215, 0.218